1.
An isolated molecule of C2H5N5O in a non-equilibrium geometry, computed with wB97M-V/def2-TZVPD.

Properties
HOMO energy   -9.18 eV
Gap between HOMO and LUMO   9.85 eV
LUMO level   0.67 eV

```
13
Properties=species:S:1:pos:R:3:lowdin_charge:R:1
N 0.22 -2.13 1.23 0.15
C 0.13 -1.11 0.34 -0.48
N -0.42 -1.20 -0.82 0.19
C -0.46 0.10 -1.32 -0.52
O -1.07 0.58 -2.25 0.07
N 0.33 0.90 -0.46 -0.14
N -0.17 2.19 -0.19 0.08
N 0.64 0.12 0.66 0.10
H 0.07 -3.02 0.78 0.10
H 1.05 -2.07 1.84 0.12
H 0.40 2.84 -0.72 0.09
H -1.10 2.25 -0.63 0.09
H 0.38 0.57 1.55 0.15
```

***

2.
C2H5N5O as an isolated structure in a non-equilibrium geometry, computed with wB97M-V/def2-TZVPD.

Properties
HOMO energy   -7.78 eV
Gap between HOMO and LUMO   5.50 eV
LUMO level   -2.28 eV

```
13
Properties=species:S:1:pos:R:3:lowdin_charge:R:1
C 1.10 -0.51 0.03 -0.52
C -1.12 -0.48 -0.10 -0.48
H -0.03 2.10 0.90 0.09
H 0.76 1.99 -0.52 0.22
H 2.65 0.64 1.03 0.31
H -1.02 -2.74 -0.35 0.19
H -2.16 0.91 -0.52 0.11
N -0.35 1.64 0.02 0.07
N 0.01 0.29 0.01 -0.13
N 0.72 -1.75 0.14 0.06
N -0.56 -1.85 0.02 0.03
N -2.33 -0.18 -0.19 0.09
O 2.33 -0.08 -0.45 -0.03
```

***

3.
An isolated molecule of C2H5N5O in a non-equilibrium geometry, computed with wB97M-V/def2-TZVPD.

Properties
HOMO energy   -9.55 eV
Gap between HOMO and LUMO   10.09 eV
LUMO level   0.54 eV

```
13
Properties=species:S:1:pos:R:3:lowdin_charge:R:1
H -2.67 0.02 0.86 0.03
N -2.06 0.73 0.61 0.19
C -1.13 0.17 -0.02 -0.42
O -1.04 -1.25 -0.28 0.04
C 0.38 -1.50 -0.54 -0.41
N 0.78 -2.69 -0.72 0.14
H 1.91 -2.83 -0.73 0.14
N 0.97 -0.23 -0.29 0.04
N 0.05 0.81 -0.47 -0.16
N 0.18 2.04 0.21 0.05
H 1.28 -0.24 0.75 0.17
H 0.44 2.82 -0.38 0.08
H 0.91 2.15 1.00 0.13
```

***

4.
A 2-piece molecular cluster, C2H5N6 overall in a non-equilibrium geometry, computed with wB97M-V/def2-TZVPD.

Properties
HOMO energy   -4.26 eV
Gap between HOMO and LUMO   8.05 eV
Total charge   -1
LUMO level   3.79 eV

```
13
Properties=species:S:1:pos:R:3:lowdin_charge:R:1
C 1.47 -0.80 0.62 -0.44
C -2.05 0.74 -0.12 -0.13
N 3.27 0.24 0.04 -0.18
N 2.81 -1.00 0.46 -0.09
N 1.14 0.40 0.38 -0.11
N 2.28 1.06 0.01 -0.17
N -1.14 -1.44 0.07 0.00
N -1.27 -0.37 -0.43 -0.35
H -2.74 0.52 0.68 0.07
H -1.53 1.66 0.07 0.06
H -2.60 1.03 -1.10 0.10
H 0.82 -1.72 0.59 0.05
H -0.46 -0.32 -1.26 0.18
```